155
Properties=species:S:1:pos:R:3:mulliken_charge:R:1 method="wB97M-V/def2-TZVPD" homo_lumo_gap_ha=0.17123 max_force_ev_per_a=0.756 charge=-2 multiplicity=1 e_above_lowest_kcal_mol=10.7
Tl 1.213 -2.125 -0.818 0.96
C 7.704 0.404 -2.990 -1.16
Si 5.907 0.983 -3.056 0.28
C 5.226 0.601 -4.752 -0.93
C 5.973 2.869 -2.953 -0.88
C 5.037 0.409 -1.499 0.47
C 5.339 1.070 -0.316 -0.11
C 4.673 0.782 0.871 -1.70
C 3.681 -0.173 0.822 -0.43
N 3.391 -0.867 -0.278 0.85
C 4.041 -0.612 -1.445 -0.02
S 3.608 -1.558 -2.828 -0.59
H 8.272 0.808 -3.836 0.28
H 7.771 -0.688 -3.022 0.29
H 8.181 0.746 -2.066 0.32
H 5.781 1.174 -5.508 0.34
H 4.169 0.874 -4.805 0.20
H 5.296 -0.462 -4.979 0.27
H 6.558 3.287 -3.781 0.36
H 6.428 3.209 -2.018 0.32
H 4.961 3.283 -3.001 0.03
H 6.101 1.847 -0.317 0.19
H 4.900 1.303 1.793 0.41
H 3.061 -0.393 1.689 0.26
C -1.239 -5.821 -1.153 -1.63
C -1.907 -4.867 -0.195 0.41
C -1.529 -4.822 1.143 -1.07
C -2.062 -3.894 2.025 0.18
C -1.575 -3.852 3.448 -1.52
C -3.019 -2.977 1.556 0.64
C -3.478 -3.070 0.236 0.74
C -4.612 -2.221 -0.291 -0.61
C -2.898 -4.002 -0.622 -0.66
C -3.622 -1.990 2.513 -0.34
C -4.590 -2.483 3.384 0.06
C -5.185 -1.661 4.325 -1.35
C -4.828 -0.326 4.369 -0.06
C -3.877 0.201 3.489 -1.47
C -3.241 -0.631 2.549 0.48
Ge -1.683 -0.082 1.382 -0.09
S 0.001 -1.224 2.023 -0.62
S -2.288 -0.110 -0.805 0.11
Ge -0.832 1.642 -0.927 -0.50
S 1.131 1.031 -1.444 -0.45
S -1.239 2.157 1.267 0.37
C -1.388 3.106 -2.186 -0.25
C -2.030 2.795 -3.398 -0.74
C -2.268 3.790 -4.346 0.25
C -1.851 5.093 -4.124 -1.10
C -1.187 5.403 -2.947 0.28
C -0.944 4.424 -1.984 -0.50
C -0.172 4.817 -0.762 0.33
C -0.833 5.281 0.375 0.63
C -2.332 5.451 0.416 -1.24
C -0.086 5.600 1.508 -0.79
C 1.291 5.469 1.531 0.63
C 2.075 5.729 2.792 -1.63
C 1.938 5.074 0.364 -0.79
C 1.233 4.761 -0.788 1.22
C 1.968 4.369 -2.042 -1.63
C -2.449 1.395 -3.735 0.07
C -1.571 0.523 -4.387 1.34
C -0.164 0.912 -4.763 -1.79
C -2.014 -0.767 -4.691 -1.03
C -3.291 -1.196 -4.378 1.28
C -3.740 -2.603 -4.686 -1.48
C -4.159 -0.303 -3.757 -0.89
C -3.755 0.980 -3.427 1.71
C -4.694 1.912 -2.705 -1.87
C -3.662 1.677 3.643 0.82
C -4.569 2.572 3.075 1.18
C -5.658 2.119 2.130 -1.71
C -4.476 3.926 3.391 -0.94
C -3.502 4.406 4.249 1.15
C -3.449 5.867 4.624 -1.55
C -2.577 3.506 4.770 -1.09
C -2.642 2.149 4.484 1.59
C -1.636 1.193 5.071 -1.52
H -0.661 -6.575 -0.614 0.32
H -0.552 -5.273 -1.805 0.06
H -1.969 -6.331 -1.786 0.56
H -0.787 -5.526 1.513 1.02
H -0.893 -4.684 3.645 0.38
H -2.402 -3.898 4.160 0.43
H -1.039 -2.912 3.607 0.19
H -4.968 -1.510 0.453 -0.16
H -5.448 -2.860 -0.593 0.62
H -4.286 -1.647 -1.160 -0.35
H -3.240 -4.046 -1.654 0.31
H -4.875 -3.527 3.310 0.48
H -5.925 -2.056 5.012 0.35
H -5.296 0.340 5.087 0.46
H -2.765 3.523 -5.273 0.45
H -2.020 5.858 -4.874 0.35
H -0.831 6.412 -2.766 0.45
H -2.791 5.204 -0.539 0.24
H -2.588 6.484 0.669 0.52
H -2.754 4.795 1.178 -0.23
H -0.606 5.928 2.402 0.26
H 1.468 6.258 3.530 0.38
H 2.971 6.320 2.589 0.40
H 2.394 4.781 3.234 0.28
H 3.022 4.989 0.358 0.33
H 3.042 4.522 -1.923 0.44
H 1.618 4.946 -2.901 0.30
H 1.796 3.308 -2.255 0.08
H 0.038 1.961 -4.560 0.22
H 0.014 0.717 -5.826 0.57
H 0.552 0.329 -4.180 0.11
H -1.320 -1.454 -5.170 0.31
H -2.927 -3.186 -5.121 0.33
H -4.579 -2.605 -5.388 0.35
H -4.069 -3.107 -3.774 0.24
H -5.165 -0.625 -3.499 0.19
H -5.685 1.465 -2.609 0.44
H -4.783 2.869 -3.225 0.39
H -4.309 2.116 -1.701 0.22
H -5.590 1.054 1.920 0.05
H -5.575 2.658 1.183 0.31
H -6.646 2.328 2.549 0.33
H -5.191 4.619 2.954 0.21
H -4.246 6.425 4.131 0.34
H -2.495 6.315 4.339 0.28
H -3.559 5.994 5.704 0.38
H -1.787 3.873 5.420 0.30
H -1.015 1.690 5.818 0.45
H -0.976 0.802 4.288 0.13
H -2.129 0.334 5.530 0.30
N 4.453 -5.146 5.382 -0.38
C 4.531 -4.315 4.293 0.07
O 5.407 -3.479 4.197 -0.64
C 3.487 -4.543 3.250 0.52
C 2.929 -5.794 3.016 -0.89
C 1.942 -5.918 2.053 -1.22
C 1.569 -4.788 1.341 -0.19
N 2.132 -3.597 1.523 0.90
C 3.066 -3.477 2.455 -0.63
H 5.099 -4.979 6.133 0.24
H 3.625 -5.678 5.574 0.20
H 3.283 -6.669 3.549 0.47
H 1.480 -6.877 1.854 0.57
H 0.808 -4.833 0.566 0.64
H 3.515 -2.498 2.587 0.35
Se 1.902 -6.528 -3.362 0.23
N 3.662 -6.761 -3.349 -0.94
C 4.129 -5.873 -2.503 0.55
C 5.503 -5.719 -2.136 -0.58
C 5.793 -4.785 -1.212 -1.17
C 4.757 -3.954 -0.656 -0.30
N 3.509 -4.012 -0.974 0.61
C 3.153 -4.996 -1.864 0.21
N 1.897 -5.223 -2.176 0.04
H 6.262 -6.339 -2.595 0.43
H 6.814 -4.634 -0.886 0.44
H 5.016 -3.175 0.058 0.50